Computed, not measured: a 19-piece molecular cluster, C64H98BCl12O41 overall in a non-equilibrium geometry, with ωB97M-V with the def2-TZVPD basis set.

net charge: -1
E_HOMO: -8.30 eV
multiplicity: 1
maximum force: 3.85 eV Å⁻¹
frontier orbital gap: 10.0 eV

Atoms and positions in Å:
O1 -2.63056 1.28028 1.96312
C1 -1.99305 0.63234 1.20860
O2 -1.58271 0.99203 -0.01751
B1 -0.79857 -0.04374 -0.60447
O3 -0.77857 -1.14985 0.39517
C2 -1.46973 -0.79098 1.41402
O4 -1.80089 -1.47610 2.36330
O5 0.58259 0.48155 -1.03966
C3 0.74853 0.37245 -2.34712
O6 1.65674 0.74873 -2.99985
C4 -0.49395 -0.31412 -2.84405
O7 -1.39109 -0.45141 -1.88769
O8 -0.65487 -0.66095 -4.01974
O9 -7.46002 -1.29739 -2.60861
C5 -6.41657 -1.34194 -2.02979
O10 -5.85322 -0.23731 -1.54291
C6 -4.50454 -0.48210 -1.04494
C7 -4.24247 -2.00785 -1.10464
C8 -5.65189 -2.53804 -1.43055
H1 -4.55456 -0.10550 -0.01573
H2 -3.85013 0.08344 -1.64329
H3 -3.99863 -2.40104 -0.12887
H4 -3.50283 -2.28576 -1.83262
H5 -6.17037 -2.74889 -0.49113
H6 -5.70274 -3.39595 -2.13867
O11 0.10762 -5.56200 -5.37516
C9 -0.67855 -4.69215 -5.44167
O12 -0.91943 -3.98329 -6.54824
C10 -1.65039 -2.75313 -6.31528
C11 -2.53573 -3.16291 -5.11769
C12 -1.57306 -4.18072 -4.34871
H7 -2.08264 -2.43348 -7.26111
H8 -0.97907 -2.00793 -5.94943
H9 -3.42451 -3.68003 -5.53734
H10 -2.74212 -2.29941 -4.49866
H11 -2.08497 -4.87051 -3.60624
H12 -0.89613 -3.48843 -3.66149
O13 7.88126 -2.45871 3.33194
C13 6.73453 -2.68488 3.08065
O14 6.20141 -2.43001 1.90299
C14 4.79913 -2.62585 1.90941
C15 4.55527 -3.59117 3.10739
C16 5.65156 -3.19790 4.00564
H13 4.37665 -3.08770 1.02151
H14 4.24692 -1.67369 2.00399
H15 4.48880 -4.68581 2.82018
H16 3.66097 -3.29939 3.58886
H17 5.99748 -4.03269 4.59636
H18 5.38482 -2.44553 4.78988
O15 1.52971 -2.33508 -2.46887
C17 2.07186 -3.35901 -2.84959
O16 1.37703 -4.44743 -3.12424
C18 2.17230 -5.68769 -3.21456
C19 3.57801 -5.10090 -3.31762
C20 3.53694 -3.59775 -3.05201
H19 1.93267 -6.12944 -4.17751
H20 2.01631 -6.22518 -2.30104
H21 4.00141 -5.26358 -4.35009
H22 4.22177 -5.62570 -2.65525
H23 3.89321 -2.98288 -3.89458
H24 4.12404 -3.18283 -2.23968
O17 1.51166 -6.77858 2.61352
C21 0.81222 -6.14571 1.85048
O18 1.36081 -4.96587 1.39116
C22 0.42774 -4.32198 0.56518
C23 -0.65298 -5.25757 0.23568
C24 -0.52246 -6.41524 1.21828
H25 0.92049 -3.93992 -0.35232
H26 0.05590 -3.40826 0.97453
H27 -0.59381 -5.73181 -0.72164
H28 -1.70299 -4.90780 0.26228
H29 -0.38451 -7.36940 0.72196
H30 -1.33969 -6.55657 1.93780
O19 -1.10604 2.21072 8.59257
C25 -1.60373 1.39722 7.85916
O20 -2.82293 0.96597 7.97794
C26 -3.29437 0.26979 6.83516
C27 -2.18394 0.05794 5.83960
C28 -1.01850 0.85885 6.57049
H31 -4.19691 0.86592 6.42193
H32 -3.71726 -0.63106 7.17434
H33 -2.52416 0.56245 4.95786
H34 -1.89015 -0.95990 5.69088
H35 -0.41252 1.61974 6.09258
H36 -0.35582 0.07938 7.01279
O21 -0.79286 -2.44509 7.29901
C29 -0.05850 -2.75104 6.40756
O22 0.08302 -2.14783 5.21920
C30 1.19741 -2.78222 4.46053
C31 1.41652 -4.13973 5.06402
C32 0.85275 -3.95965 6.48874
H37 1.96458 -2.02089 4.55259
H38 0.85666 -2.83696 3.41265
H39 2.42833 -4.46917 5.08486
H40 0.85987 -4.87607 4.54295
H41 1.63648 -3.74138 7.21521
H42 0.24416 -4.77852 6.85639
O23 -4.48072 -4.67323 1.43222
C33 -4.31010 -4.46211 2.57722
O24 -3.29815 -5.11292 3.29170
C34 -3.22380 -4.57385 4.58493
C35 -4.51719 -3.68542 4.90839
C36 -5.10937 -3.57259 3.45534
H43 -2.41834 -3.79124 4.62569
H44 -2.92629 -5.34043 5.25918
H45 -4.20746 -2.71639 5.24412
H46 -5.23785 -4.02540 5.69710
H47 -4.97095 -2.60707 3.04263
H48 -6.13047 -3.97137 3.23739
O25 3.63071 -1.63844 -0.57041
C37 3.82179 -0.46078 -0.87092
O26 3.25490 0.53113 -0.21540
C38 3.68392 1.84640 -0.73475
C39 4.93404 1.51156 -1.55202
C40 4.73510 0.05995 -1.96123
H49 3.81722 2.52684 0.06084
H50 2.87073 2.20190 -1.37058
H51 5.84036 1.64161 -0.95206
H52 4.90404 2.23703 -2.38343
H53 5.61404 -0.58129 -2.04581
H54 4.16639 -0.13550 -2.84335
C41 -7.79827 2.76262 2.25033
Cl1 -8.38470 3.28350 3.86829
Cl2 -8.98457 1.69065 1.47796
Cl3 -6.21324 1.94956 2.50108
H55 -7.57677 3.53206 1.53291
C42 -0.03649 4.93978 -1.82555
Cl4 0.99327 3.49831 -1.99699
Cl5 -1.61026 4.88026 -2.54051
Cl6 0.88416 6.25102 -2.48754
H56 -0.20949 5.20357 -0.79650
C43 1.95586 -0.48973 -5.86413
Cl7 1.75881 -2.16948 -6.51020
Cl8 1.16148 0.83028 -6.86544
Cl9 3.75193 -0.19496 -5.72597
H57 1.42513 -0.41139 -4.88869
C44 -3.14336 4.36369 3.70702
Cl10 -2.20183 3.29447 4.89830
Cl11 -2.10254 5.50137 2.84407
Cl12 -4.21123 5.35415 4.61473
H58 -3.59703 3.66552 3.07177
C45 -5.85731 8.24255 1.49687
C46 -6.28316 6.75089 1.60265
O27 -5.31072 5.86397 0.96162
C47 -5.74175 4.86932 0.21014
O28 -6.83922 4.43329 0.05464
O29 -4.66268 4.40727 -0.42797
C48 -4.76091 3.22700 -1.21387
H59 -5.05157 8.48918 2.15657
H60 -6.81680 8.83244 1.66720
H61 -5.60652 8.34121 0.41019
H62 -7.24761 6.59125 1.14245
H63 -6.26547 6.43679 2.61316
H64 -5.23462 3.52159 -2.11163
H65 -5.35115 2.49941 -0.68958
H66 -3.73175 2.96014 -1.37329
C49 6.59139 1.89027 2.13027
C50 5.42234 1.19003 2.74838
O30 4.76697 1.94871 3.74822
C51 4.06815 1.31586 4.65806
O31 4.01025 0.08294 4.79692
O32 3.37748 2.18208 5.33043
C52 2.35687 1.68380 6.16632
H67 6.23324 2.95276 1.70300
H68 7.08982 1.31241 1.28601
H69 7.34641 2.00074 2.87659
H70 5.58723 0.13897 3.05084
H71 4.64971 1.01664 1.92017
H72 1.63625 2.51675 6.47194
H73 2.79874 1.29265 7.05674
H74 1.69867 1.03651 5.59033
C53 -3.26688 0.93954 -4.08637
C54 -2.43089 1.35352 -5.33743
O33 -2.63278 0.24269 -6.24412
C55 -2.50975 0.60927 -7.50110
O34 -2.28705 1.70510 -7.90905
O35 -2.58735 -0.50126 -8.28560
C56 -2.63412 -0.24052 -9.64062
H75 -2.74692 0.16551 -3.65282
H76 -4.30089 0.74471 -4.37198
H77 -3.29816 1.63599 -3.23340
H78 -1.43546 1.27760 -4.97566
H79 -2.65480 2.28680 -5.83167
H80 -1.73942 0.32798 -9.89745
H81 -3.58311 0.32781 -9.90121
H82 -2.67776 -1.23163 -10.05896
C57 1.31268 2.40384 1.92676
C58 2.05652 3.68487 2.09762
O36 1.17592 4.72215 1.56463
C59 1.41824 5.97468 1.95381
O37 2.29768 6.38526 2.65898
O38 0.46547 6.71082 1.40090
C60 0.22454 8.04162 1.90262
H83 1.95460 1.52075 2.15293
H84 0.93344 2.35376 0.90445
H85 0.43067 2.41838 2.57674
H86 2.99231 3.71174 1.48815
H87 2.33909 3.86626 3.09539
H88 0.32375 7.93188 2.98646
H89 -0.84796 8.20452 1.71984
H90 0.96404 8.72243 1.45229
C61 8.35360 1.25393 -6.52083
C62 6.94508 1.54257 -6.83315
O39 6.35751 2.03435 -5.58686
C63 5.46285 3.04523 -5.70110
O40 5.13663 3.59588 -6.71662
O41 4.91174 3.15498 -4.48294
C64 3.89925 4.18763 -4.31325
H91 8.87411 2.20654 -6.31041
H92 8.95255 0.96256 -7.44185
H93 8.49893 0.53780 -5.73295
H94 6.39958 0.58300 -6.88609
H95 6.72103 2.26423 -7.66427
H96 4.39488 4.94967 -3.61616
H97 3.05570 3.72027 -3.80718
H98 3.68971 4.54735 -5.30671

Force components x, y, z for each atom (eV/Å):
O -0.7 0.7 0.6
C 1.0 -0.1 -1.1
O -0.6 0.9 0.9
B 1.4 0.1 -1.0
O 1.2 0.0 -1.6
C -1.8 -0.7 2.3
O 0.6 0.4 -0.7
O -0.6 -0.2 0.6
C -1.6 -0.8 2.3
O 1.5 0.6 -1.0
C -1.0 -1.3 -3.2
O 0.5 -0.4 -0.2
O 0.3 0.6 2.3
O -0.1 -0.4 -0.5
C -0.2 -0.6 1.4
O 1.0 0.7 -0.4
C -1.3 -0.7 1.1
C -1.5 0.3 0.2
C -0.1 -0.2 -1.4
H 0.4 0.0 -0.2
H 0.9 0.7 -0.5
H 0.6 0.0 0.2
H 0.3 0.0 -0.3
H -0.1 -0.3 -0.3
H 0.1 0.5 0.8
O 1.6 -2.0 -0.4
C -2.2 1.4 0.7
O 0.9 0.2 -1.3
C -0.2 -1.3 1.2
C 0.4 -1.1 -0.4
C -0.4 2.9 1.8
H -0.3 -0.3 0.4
H 0.7 0.6 -0.1
H 0.2 0.4 0.7
H -0.5 0.0 0.0
H 0.8 0.4 -1.4
H -1.1 -1.4 -1.3
O 0.5 -0.1 0.0
C 0.1 0.2 1.5
O -0.1 0.5 -1.8
C -1.8 -1.2 0.6
C -0.8 0.1 -1.2
C 1.1 -0.3 1.7
H 0.8 0.2 -0.4
H 0.5 -0.2 0.2
H 0.3 1.4 0.3
H -1.3 -0.1 0.1
H 0.6 -0.3 0.1
H 0.1 -0.1 -1.0
O 0.3 -0.8 -0.7
C -0.1 1.6 0.7
O -1.1 -1.2 0.3
C 0.5 3.0 -1.1
C 1.6 -0.3 -1.6
C 0.0 0.2 -0.4
H -0.6 -0.5 0.6
H -0.3 -0.6 0.1
H -0.5 0.0 1.0
H 0.8 -0.3 0.7
H -0.4 -0.4 -0.1
H -0.2 -0.4 0.5
O -1.3 -0.1 -0.5
C 2.4 0.3 1.3
O -0.7 -0.9 0.4
C 0.7 2.2 -2.1
C -2.8 -1.9 -0.1
C 0.4 -0.2 0.5
H 0.1 -0.5 0.4
H -0.2 0.5 1.0
H 0.5 0.2 -1.0
H 0.7 0.5 0.2
H -0.2 -0.2 -0.1
H 0.4 0.3 0.0
O 0.2 -0.4 0.4
C 0.9 1.6 -1.6
O -1.7 -0.4 1.1
C -2.1 1.0 -0.6
C 1.1 2.3 0.9
C 0.1 -2.0 0.8
H 1.6 -0.7 0.5
H -0.5 -1.3 0.6
H 0.4 -0.1 -0.9
H -0.1 -0.3 -0.2
H -0.2 -0.1 -0.4
H 0.1 0.4 -0.7
O -0.8 1.0 0.0
C 1.0 -1.3 -0.2
O 0.0 -0.3 0.0
C -1.2 1.2 -0.7
C -0.5 0.4 1.5
C 0.3 0.1 -0.5
H 0.6 -0.3 -0.1
H 0.2 0.2 0.4
H 0.8 -0.1 -0.1
H -0.5 -0.7 -0.6
H -0.1 0.0 0.1
H 0.1 -0.2 0.1
O -0.1 -0.3 -1.6
C 1.6 -0.9 1.5
O -1.3 0.6 -0.9
C 0.4 2.8 0.9
C -0.6 -1.4 -1.0
C -0.6 -1.3 1.1
H -0.3 -0.9 -0.3
H -0.3 -0.7 0.7
H 0.3 0.5 0.1
H 0.7 -0.3 -1.0
H -0.3 1.2 -0.3
H 0.5 0.8 0.7
O 0.2 2.0 -0.5
C 0.5 -2.4 0.3
O -0.2 1.3 0.8
C -0.4 -2.2 -1.1
C -0.3 1.1 -0.7
C -0.1 -0.4 0.9
H 0.3 0.5 1.0
H 0.3 -0.2 0.1
H -0.1 0.0 -0.2
H 0.7 -0.6 0.2
H 0.1 0.3 0.2
H -0.4 0.5 -1.0
C 0.1 -1.1 0.7
Cl 0.1 0.2 -0.9
Cl 0.3 0.1 0.2
Cl -0.3 0.0 -0.2
H -0.3 0.6 0.3
C 0.6 0.1 0.5
Cl -1.1 0.1 0.2
Cl -0.6 -0.6 -0.5
Cl 0.5 1.1 -0.5
H 0.3 -0.5 0.5
C -0.1 0.1 -0.1
Cl -0.1 1.2 0.2
Cl 0.7 -1.2 0.5
Cl -1.3 0.1 0.1
H 0.8 -0.2 -0.7
C 2.0 0.4 1.6
Cl -0.4 0.9 -1.0
Cl 0.4 -0.7 -0.4
Cl -1.3 0.1 0.6
H -0.8 -0.6 -1.0
C -2.1 -1.2 -1.8
C 0.8 0.4 -0.5
O -0.4 1.2 0.4
C 2.2 -0.2 -1.0
O -1.6 0.0 0.2
O 0.4 0.7 0.9
C -0.1 0.7 0.7
H 0.4 0.3 0.2
H 1.5 -0.5 0.1
H 0.1 0.5 1.0
H -0.2 -0.1 0.0
H -0.4 -0.3 1.1
H -0.5 -0.2 -1.2
H -0.1 -0.6 0.1
H 0.2 -0.5 -0.1
C -0.3 1.7 -1.6
C -1.9 -2.2 -2.6
O 0.9 0.9 -0.1
C -0.3 -3.5 -0.3
O 0.1 2.1 -0.2
O -0.4 1.6 0.3
C -2.0 1.3 0.2
H 1.0 -2.3 1.0
H -1.0 0.5 1.0
H 0.7 0.6 0.5
H 0.5 0.8 0.4
H 0.7 0.4 0.9
H 1.5 -0.6 -0.5
H 0.0 -0.7 0.5
H 0.4 -0.7 0.3
C -0.9 2.5 -1.1
C -1.3 -0.9 2.0
O -0.1 0.4 0.0
C 0.5 -1.6 -0.4
O -0.1 1.0 -0.7
O -0.5 0.5 2.4
C -0.9 0.9 -1.0
H 0.5 -2.4 0.5
H 0.1 -0.4 0.1
H 0.1 0.6 -0.7
H 1.2 0.4 -0.4
H -0.1 0.1 0.1
H -0.2 -0.1 -0.6
H 1.2 -0.5 0.1
H 0.2 -0.1 -0.7
C -0.2 -0.6 0.1
C 0.6 0.3 -2.0
O 0.6 -0.3 0.6
C -0.1 -0.1 -0.1
O 0.2 -0.2 0.2
O -0.9 0.3 -0.8
C 0.2 -1.2 0.6
H -0.5 0.6 -0.2
H 0.2 -0.3 0.0
H 0.1 -0.2 0.1
H -0.6 0.0 0.4
H 0.1 0.5 1.3
H 0.3 0.7 -0.1
H 0.6 0.4 -0.4
H -0.7 0.0 0.3
C 2.6 1.3 -1.9
C -1.9 -0.5 0.5
O -0.1 1.3 -0.4
C -0.3 -1.8 0.5
O 0.2 0.5 0.2
O 0.0 0.5 -0.3
C 1.7 0.2 1.1
H -0.3 -0.3 0.6
H -1.0 -0.3 0.9
H 0.0 -0.2 0.3
H 0.1 0.4 -1.1
H 0.4 -0.9 0.8
H -1.0 -0.7 -1.1
H 0.0 0.1 -0.2
H -0.5 0.5 0.0